No. 1
The ion C6H12N3O3S with charge +1, computed with wB97M-V/def2-TZVPD.

The spin multiplicity is 3. For the molar mass, the calculation gives 206.25 g mol⁻¹. The HOMO energy (alpha / beta) comes out at -9.515 / -14.562 eV. Its charge is +1. As for the expectation value of S²: 2.02. As for the frontier orbital gap (alpha / beta): 5.615 / 7.463 eV.

Last column: Mulliken spin population.
CARTESIAN COORDINATES (ANGSTROEM)
C -1.29182 -1.59583 -0.07753  0.057
C 0.80660 -0.98255 1.18217  0.117
C -1.98452 -2.78780 -0.54035  0.000
C 2.66120 1.25968 -0.99903  0.077
C 1.57904 1.89690 1.25537  0.112
C 1.81691 0.92382 0.20541  0.300
N -0.40240 -1.74154 0.87466  -0.018
N 1.25631 -0.19580 0.22926  0.692
N -1.55136 -0.42806 -0.62726  0.030
O 1.43564 -1.21679 2.20106  0.491
O -2.50095 1.24777 0.94598  0.001
O -2.14224 1.87606 -1.35388  0.003
S -1.49070 1.29343 -0.01220  0.041
H -1.40171 -3.24170 -1.44922  0.005
H -3.05365 -2.50414 -0.87444  0.002
H -2.02053 -3.67262 0.06141  0.001
H 1.96624 1.81006 -1.68873  0.025
H 3.21253 2.16779 -0.62008  0.003
H 3.26852 0.37277 -1.30130  0.008
H 0.52489 2.25029 0.98970  0.028
H 2.27839 2.71220 1.28123  0.011
H 1.45966 1.51569 2.26760  0.010
H -1.71956 2.26912 -2.15428  -0.001
H -0.30084 -2.63873 1.44744  0.006
H -2.40561 -0.59003 -1.24297  0.000

Atomic forces in eV per Å
0.87 0.12 1.16
-1.51 -1.77 -0.86
-1.49 -0.96 -3.39
-0.40 2.07 0.86
-2.16 0.94 0.91
2.94 1.14 -1.04
2.88 -1.61 2.47
-2.31 -1.09 -0.81
-2.18 -0.32 -2.19
0.05 0.23 1.76
-2.03 0.44 1.80
-0.89 0.08 -0.43
2.23 -0.59 -2.38
-1.06 1.23 1.18
1.69 -0.71 0.41
-0.03 0.02 1.13
0.73 -1.25 -0.42
0.43 -1.36 -0.62
-0.55 1.23 -0.35
1.36 0.34 0.65
0.22 0.31 -0.23
0.27 -0.38 0.00
0.35 -0.50 1.16
-0.86 1.36 -1.45
1.44 1.03 0.69

---

No. 2
A cluster of 2 separate species, H2N2O3S in total, computed with wB97M-V/def2-TZVPD.

The spin multiplicity is 1. For the molar mass, the calculation gives 110.09 g mol⁻¹. The HOMO energy (alpha / beta) comes out at -9.537 / -9.539 eV. Its charge is 0. As for the frontier orbital gap (alpha / beta): 7.409 / 7.405 eV. The SMILES is O=[N+]([O-])O.N=S.

Last column: Mulliken charge in e.
CARTESIAN COORDINATES (ANGSTROEM)
N 1.30381 -0.52824 0.61966  -0.363
N -1.43898 0.33607 -0.48972  1.074
O -0.29824 1.04083 -0.72837  -0.454
O -2.43724 0.96224 -0.63000  -0.545
O -1.37287 -0.79183 -0.11290  -0.554
S 2.77966 -0.16251 0.79104  0.044
H 0.89236 -1.40600 1.05530  0.266
H 0.57151 0.54944 -0.50502  0.531

Atomic forces in eV per Å
-0.77 -1.01 0.05
0.33 0.52 0.50
0.76 0.81 -0.77
-0.56 0.83 -0.48
0.67 -1.53 0.21
0.68 -0.27 0.45
0.91 1.14 -0.39
-2.02 -0.50 0.42

---

No. 3
A structure of composition C30H32ClGdN3SSi2, computed with wB97M-V/def2-TZVPD.

The spin multiplicity is 8. For the molar mass, the calculation gives 715.55 g mol⁻¹. The HOMO energy (alpha / beta) comes out at -8.038 / -10.792 eV. Its charge is +1. As for the expectation value of S²: 15.81. As for the frontier orbital gap (alpha / beta): 4.578 / 6.888 eV.

Last column: Mulliken spin population.
CARTESIAN COORDINATES (ANGSTROEM)
C -0.92206 -0.66383 4.65091  -0.080
C -1.29481 -0.22810 3.34720  0.036
C -1.52317 -1.38954 2.55776  0.075
H -1.42385 0.80857 3.03627  -0.007
C -1.28987 -2.54755 3.36333  -0.056
C -0.89680 -2.09425 4.66134  -0.027
H -0.73384 -2.73396 5.52857  0.003
H -0.80720 -0.01848 5.51898  -0.003
H -1.88750 -1.38875 1.53908  -0.002
H -1.43985 -3.58345 3.06019  0.003
Gd 0.95114 -1.45636 3.04791  5.787
Si 0.95286 2.08210 0.39725  -0.002
C -0.31691 3.32346 -0.13850  0.001
C 0.05620 4.38536 -0.96811  -0.004
H 1.10069 4.45979 -1.27419  0.000
C -0.89480 5.32200 -1.39231  0.001
H -0.56130 6.17697 -2.00352  0.000
C -2.22540 5.17556 -0.98135  -0.001
H -2.94712 5.92979 -1.29539  0.000
C -2.59955 4.11696 -0.13637  0.005
H -3.63334 4.01616 0.19403  0.000
C -1.63716 3.22811 0.33598  0.003
H -1.89974 2.46052 1.06488  -0.005
C 0.48923 0.34552 -0.14547  0.058
C -0.83460 0.17390 -0.56995  0.059
H -1.42080 1.04047 -0.86872  -0.024
C -1.44354 -1.09796 -0.77582  0.225
H -2.51808 -1.16470 -0.96254  -0.024
C -0.65053 -2.27557 -0.54756  0.179
H -1.12039 -3.25666 -0.65686  -0.039
C 0.68713 -2.09819 -0.10022  0.243
H 1.25234 -2.94824 0.30898  -0.179
C 1.28336 -0.83331 -0.38620  0.447
H 2.38254 -0.74436 -0.40951  0.029
H 0.69777 1.88959 1.83676  0.026
Si -0.05249 -1.26192 -2.12700  0.170
C 0.26989 -2.63197 -3.44643  0.047
C -0.32755 -2.66029 -4.71188  -0.007
H -1.11467 -1.94843 -4.96822  0.002
C 0.06656 -3.60851 -5.67486  0.004
H -0.41324 -3.63655 -6.65186  0.000
C 1.05695 -4.56399 -5.39870  -0.001
H 1.37592 -5.32168 -6.13319  0.000
C 1.58432 -4.59916 -4.10947  0.002
H 2.27133 -5.39083 -3.82108  0.000
C 1.20112 -3.64275 -3.16614  -0.005
H 1.64182 -3.67008 -2.17453  -0.007
C -0.36524 0.28862 -3.31240  0.055
C -1.60881 0.86266 -3.62259  0.007
H -2.55592 0.34167 -3.46269  0.004
C -1.67477 2.18989 -4.06881  0.005
H -2.64007 2.67235 -4.20401  0.000
C -0.50225 2.91306 -4.29640  -0.005
H -0.55302 3.96135 -4.58283  0.000
C 0.73181 2.30590 -4.06354  0.017
H 1.65053 2.87086 -4.18629  0.001
C 0.80332 0.97082 -3.64304  0.028
H 1.78395 0.50298 -3.49131  -0.002
H 2.25695 2.61710 0.13302  0.000
Cl 2.37107 -3.48802 2.57624  -0.023
N 2.09300 -1.68709 5.38794  -0.016
N 1.98940 -0.64450 6.36486  0.001
C 1.83758 0.62852 5.94727  -0.011
N 1.74921 1.55959 6.92845  0.001
S 1.78006 1.02341 4.28986  0.008
H 1.91858 -2.58444 5.85691  -0.002
H 3.06944 -1.73386 5.07338  -0.001
H 2.17608 -0.88673 7.34156  0.001
H 1.53622 2.51491 6.66612  0.000
H 1.66188 1.32549 7.91482  0.000

Atomic forces in eV per Å
-0.93 -0.47 -0.15
-0.59 -0.55 0.57
-0.62 -0.12 0.59
0.12 -0.35 0.07
-0.67 0.57 0.36
-1.14 0.41 -0.31
0.08 0.23 -0.30
0.21 -0.20 -0.31
0.14 -0.05 0.24
0.21 0.34 0.07
1.64 0.43 -0.92
-1.14 -0.02 0.54
0.00 0.01 0.11
-0.39 -0.10 -0.14
-0.28 0.13 -0.06
0.22 -0.01 0.25
-0.40 -0.51 0.32
0.38 -0.02 -0.05
0.03 -0.34 0.08
0.09 0.31 0.09
0.24 0.12 -0.08
0.05 0.33 -0.57
-0.05 0.12 -0.22
-1.59 0.83 -1.77
-0.30 1.04 1.66
-0.09 -0.11 0.57
-0.57 0.80 -0.38
0.47 0.00 -0.30
0.39 -1.62 1.92
0.28 0.33 0.34
-0.77 -1.46 1.14
-0.01 0.25 -0.76
0.95 -0.08 -0.92
-0.63 -0.22 0.16
0.36 0.05 0.36
1.08 0.58 -4.71
0.35 -0.35 0.74
0.02 -0.07 -0.51
0.30 -0.10 0.00
0.10 -0.11 0.16
0.04 0.20 0.23
-0.39 0.10 0.36
-0.32 0.59 0.34
-0.03 0.13 0.16
0.02 0.23 -0.08
0.00 -0.01 -0.03
0.10 -0.17 -0.01
0.24 -0.90 0.57
0.07 0.59 0.38
0.32 0.01 0.19
0.24 -0.31 -0.20
0.14 -0.18 -0.13
0.05 -0.19 0.53
0.02 -0.23 0.01
0.02 -0.29 -0.29
-0.09 -0.05 -0.17
0.00 0.77 0.23
-0.32 0.23 0.05
0.89 -0.09 -0.26
0.56 -0.68 0.05
0.84 0.06 0.89
-0.06 -0.59 -0.13
-0.02 0.05 0.15
-0.12 -0.07 -0.31
0.39 0.46 0.89
-0.15 0.46 -0.23
-0.11 -0.01 0.13
-0.06 0.26 -0.62
0.14 -0.35 -0.02
0.08 -0.03 -0.52

---

No. 4
A cluster of 3 separate species, C22H32BClN4O4S in total, computed with wB97M-V/def2-TZVPD.

The spin multiplicity is 1. For the molar mass, the calculation gives 494.85 g mol⁻¹. The HOMO energy comes out at -8.476 eV. Its charge is 0. As for the frontier orbital gap: 7.543 eV. The SMILES is CCOB(O)c1ccc2nc(CCCCS(=O)(=O)Cl)cnc2c1.CCCC#N.CCCC#N.

Last column: Mulliken charge in e.
CARTESIAN COORDINATES (ANGSTROEM)
C 0.39251 -3.59173 -0.02933  -0.252
C -0.73221 -4.68257 -0.37973  -0.277
O -2.04736 -4.40236 0.17497  -0.504
B -2.84251 -3.55843 -0.72699  0.680
O -3.89536 -4.09531 -1.56978  -0.529
C -2.48430 -1.95222 -0.66292  0.215
C -2.21418 -1.40108 0.81290  -0.187
C -1.82729 0.08951 0.91733  -0.607
C -1.71482 1.05019 -0.33760  0.392
N -1.30428 2.40315 -0.07792  -0.383
C -1.19835 3.17214 -1.27478  0.456
C -0.69817 4.69998 -1.11065  -0.705
C 0.27941 4.91650 0.14219  -0.690
C 1.46942 3.84354 0.25885  -0.741
C 2.09002 3.37580 -1.14746  -0.207
S 3.88872 2.92126 -0.88497  1.134
O 4.04660 1.50853 -0.34892  -0.569
O 4.59977 3.84797 0.06378  -0.587
Cl 4.87654 3.02916 -2.71240  -0.218
C -1.54125 2.60475 -2.67930  -0.455
N -1.95589 1.27391 -2.98136  -0.592
C -2.00656 0.51857 -1.75939  0.526
C -2.40265 -1.01192 -1.88949  -0.586
H 0.20781 -2.70381 -0.73712  -0.187
H 1.47230 -3.97109 -0.20894  0.349
H 0.31531 -3.23114 1.06007  0.148
H -0.83187 -4.83215 -1.51100  0.222
H -0.38042 -5.67638 0.09874  0.247
H -3.49161 -4.20702 -2.46304  0.311
H -2.29847 -2.06222 1.74710  0.259
H -1.60801 0.53903 1.94923  0.340
H -1.65727 5.31284 -0.88845  0.348
H -0.29198 5.11920 -2.10056  0.307
H 0.75532 5.95865 0.04076  0.342
H -0.30956 4.87126 1.12506  0.303
H 2.24402 4.27932 0.99516  0.476
H 1.07476 2.88631 0.77652  0.301
H 1.92979 4.09965 -2.01478  0.475
H 1.56978 2.37582 -1.41537  -0.035
H -1.45128 3.33159 -3.57151  0.289
H -2.63292 -1.41101 -2.94742  0.181
C -1.90067 0.01237 5.90907  -1.087
C -3.00659 -1.03132 6.00545  -0.397
C -2.47471 -2.46174 6.10580  -0.476
C -1.80836 -2.89503 4.87413  0.363
N -1.28432 -3.23569 3.90740  -0.450
H -1.31878 -0.10484 4.99109  0.278
H -2.33145 1.01676 5.90411  0.314
H -1.21876 -0.05857 6.76079  0.338
H -3.67170 -0.93383 5.14131  0.286
H -3.60695 -0.81960 6.89601  0.304
H -3.31172 -3.13653 6.31000  0.270
H -1.78600 -2.54740 6.95150  0.291
C 4.52535 -1.57409 -3.42001  -1.171
C 3.71689 -0.48115 -4.10775  -0.633
C 2.63176 0.11592 -3.21109  0.430
C 1.56882 -0.84658 -2.90571  0.053
N 0.73418 -1.60111 -2.66132  -0.433
H 3.90158 -2.43655 -3.17109  0.330
H 5.32509 -1.92091 -4.07927  0.371
H 4.98342 -1.20265 -2.49936  0.284
H 3.27299 -0.88243 -5.02464  0.342
H 4.40053 0.31964 -4.40781  0.293
H 2.18985 0.97986 -3.71843  0.420
H 3.07604 0.48727 -2.28170  -0.309

Atomic forces in eV per Å
-0.46 0.63 -0.50
1.56 -0.83 0.59
-1.07 1.48 -2.25
0.47 -0.38 0.59
2.59 0.68 0.49
0.36 3.17 -0.44
0.87 4.18 -3.06
-0.93 -2.54 -1.79
-0.07 -0.95 0.30
-0.67 -0.92 -4.96
-0.38 -1.82 0.36
-1.28 -0.50 0.40
0.47 -0.13 -0.49
-0.12 -0.35 1.06
-1.11 -0.64 0.08
2.80 -1.64 5.40
-1.36 3.39 -2.60
-2.27 -1.21 -3.22
-0.75 0.03 0.45
-0.17 -1.16 0.92
1.54 3.01 4.98
-0.45 -2.06 0.65
0.22 0.01 3.42
0.52 -1.24 1.33
-1.91 0.37 0.19
-0.03 -0.72 -1.62
0.40 0.16 1.44
-0.84 1.46 -0.92
-0.72 0.05 0.75
0.27 1.07 -1.72
-0.36 -0.62 -1.84
1.53 -0.90 -0.44
-0.43 -0.83 1.49
-0.83 -1.48 0.18
0.84 0.07 -1.54
-0.96 -0.67 -1.51
0.58 1.62 -0.96
0.71 -0.83 1.28
1.11 1.56 0.22
-0.17 -1.36 1.56
0.49 0.76 1.97
-0.01 0.08 -0.08
0.02 0.40 0.02
-0.36 0.00 0.10
0.22 -0.18 -0.11
-0.20 0.21 0.28
0.00 -0.03 0.08
0.08 -0.07 0.00
-0.02 0.01 -0.07
0.03 -0.13 0.10
0.01 -0.16 -0.08
0.17 -0.07 -0.11
0.06 -0.03 -0.17
0.04 -0.08 -0.01
0.34 -0.21 -0.12
0.04 0.23 -0.23
-0.20 -0.05 0.21
0.34 0.30 -0.32
0.02 0.07 0.03
-0.06 0.00 0.08
-0.04 -0.03 -0.04
-0.04 0.13 0.09
-0.18 0.02 0.04
-0.15 -0.11 0.07
-0.10 -0.24 0.02

---

E_tot, record by record: -27852.201, -19984.370, -96035.554, -61511.823 eV